1.
C6H10NO2 as an isolated structure at a distorted geometry, computed with wB97M-V/def2-TZVPD.

Last column: Löwdin charge in e.
Element x y z (Å)
O: -1.95 0.90 -2.59  0.18
O: 1.21 1.40 -1.76  0.03
N: 0.44 0.41 0.19  0.12
C: 0.47 0.30 -1.32  -0.37
C: -1.49 0.75 -1.50  -0.17
C: -1.84 0.66 -0.10  0.06
C: -0.93 0.37 2.24  0.03
C: -0.83 0.59 0.76  -0.25
C: 0.82 -1.08 -1.68  0.01
H: 0.66 1.95 -2.37  0.14
H: 0.01 0.45 2.70  0.08
H: -2.90 0.83 0.32  0.18
H: -1.63 1.04 2.65  0.09
H: -1.21 -0.62 2.44  0.10
H: 1.08 -1.31 -2.67  0.08
H: 1.71 -1.46 -1.09  0.12
H: 0.87 -0.30 0.80  0.20
H: -0.10 -1.64 -1.51  0.10
H: 0.85 1.41 0.27  0.24

For the calculated total energy, the calculation gives -439.51465 a.u. The molar mass is 128.15 g mol⁻¹. As for the total charge: +1.

2.
C15H15Br12ClN2O3S as an isolated structure at a distorted geometry, computed with wB97M-V/def2-TZVPD.

Last column: Löwdin charge in e.
Element x y z (Å)
Br: 7.15 -0.63 0.05  0.57
Br: -0.13 0.13 5.19  0.57
Br: -3.17 7.50 1.73  0.56
Br: 4.79 5.70 -3.93  0.56
Br: 2.69 3.29 -3.66  0.55
Br: -1.10 5.07 1.45  0.54
Br: 7.05 -0.10 -3.11  0.55
Br: 5.41 2.87 -5.30  0.55
Br: 5.14 1.56 -1.14  0.56
Br: -4.23 4.55 1.05  0.54
Br: -1.87 1.78 3.07  0.59
Br: 0.71 3.13 4.42  0.56
Cl: -3.29 0.89 -1.13  0.62
S: -3.91 -4.91 1.97  0.97
O: 0.65 -2.03 0.06  -0.02
O: -6.87 -3.03 -0.92  0.03
O: 1.73 -0.06 0.54  0.06
N: -5.20 -4.54 0.96  -0.21
N: -2.82 -3.66 1.80  -0.23
C: -3.81 -0.71 -0.49  -0.52
C: -5.65 -2.50 -0.50  -0.21
C: 4.04 4.12 -4.77  -1.62
C: 3.24 -3.37 -0.32  -0.12
C: -2.93 -1.47 0.41  -0.16
C: -4.81 -3.31 0.45  -0.26
C: -2.89 5.60 1.96  -1.63
C: -5.17 -1.20 -0.96  -0.02
C: 3.20 -1.92 0.33  -0.13
C: -1.51 -0.94 0.85  -0.14
C: -3.46 -2.80 0.91  -0.26
C: 1.76 -1.26 0.30  -0.43
C: -0.11 1.48 3.81  -1.59
C: -0.49 -1.25 -0.35  -0.16
C: 6.85 0.68 -1.35  -1.61
H: -2.99 5.39 3.02  -0.03
H: -1.06 -1.90 -1.08  0.14
H: 2.51 -4.09 0.14  0.08
H: 7.61 1.44 -1.24  -0.03
H: 4.27 -3.79 -0.09  0.07
H: -7.32 -2.36 -1.49  0.11
H: -1.53 0.16 1.04  0.02
H: -5.81 -0.57 -1.64  0.11
H: 3.18 -3.36 -1.45  0.08
H: 0.52 1.10 3.00  -0.04
H: -0.24 -0.31 -0.92  0.13
H: -1.16 -1.53 1.75  0.12
H: 3.53 -2.02 1.40  0.13
H: 3.54 4.45 -5.68  -0.03
H: 3.95 -1.26 -0.19  0.07

For the calculated total energy, the calculation gives -32662.24922 a.u. The molar mass is 1297.66 g mol⁻¹.

3.
A 2-piece molecular cluster, C7H12O overall at a distorted geometry, computed with wB97M-V/def2-TZVPD.

Last column: Mulliken spin population.
Element x y z (Å)
O: -1.07 -0.57 -2.62  0.03
C: 0.20 0.28 0.47  -0.10
C: 1.85 2.18 0.49  0.38
C: -0.86 -0.19 1.38  -0.09
C: 0.63 -2.05 -0.35  -0.10
C: 0.93 -0.58 -0.32  0.44
C: 0.59 1.66 0.62  0.08
C: -2.09 0.32 1.34  0.20
H: 1.42 -2.68 0.18  0.03
H: 2.24 3.06 0.98  0.03
H: 2.73 1.60 0.22  0.03
H: -2.87 0.00 2.02  -0.02
H: -1.05 0.32 -2.98  -0.01
H: -2.47 0.99 0.57  -0.02
H: 0.34 -2.25 -1.39  0.02
H: -0.20 2.36 0.91  -0.01
H: -1.39 -1.18 -3.31  0.00
H: -0.15 -2.33 0.37  0.00
H: 1.80 -0.24 -0.87  0.10
H: -0.58 -0.71 2.31  0.02

Its expectation value of S² is 0.77. For the calculated total energy, the calculation gives -349.02644 a.u. The molar mass is 112.17 g mol⁻¹. Its spin multiplicity is 2. As for the total charge: -1.

4.
A 5-piece molecular cluster, CH11NO4 overall at a distorted geometry, computed with wB97M-V/def2-TZVPD.

Last column: Löwdin charge in e.
Element x y z (Å)
O: 1.58 -1.72 -0.41  -0.09
O: 0.18 2.51 -1.23  -0.06
O: -3.25 0.44 -0.01  -0.06
O: 3.49 4.34 -0.18  -0.06
N: -1.88 -2.58 0.59  0.00
C: -0.99 -3.10 1.37  -0.11
H: 0.96 -1.70 -1.14  0.03
H: 0.27 1.66 -0.87  -0.01
H: 2.04 -2.61 -0.39  0.07
H: -1.38 -1.95 -0.04  0.01
H: 4.36 4.19 -0.36  -0.04
H: -0.77 2.79 -1.20  0.07
H: 3.09 3.52 -0.68  0.10
H: 0.07 -3.05 1.04  0.04
H: -1.33 -3.40 2.40  0.08
H: -2.78 -0.29 0.48  0.03
H: -3.68 0.97 0.62  0.00

For the calculated total energy, the calculation gives -400.33436 a.u. Its SMILES is C=N.O.O.O.O. The molar mass is 101.10 g mol⁻¹.

5.
A 13-piece molecular cluster, H26O13 overall at a distorted geometry, computed with wB97M-V/def2-TZVPD.

Last column: Mulliken spin population.
Element x y z (Å)
O: -3.06 2.35 0.63  0.01
O: 0.65 -2.62 -1.24  -1.20
O: -0.13 0.21 -0.47  0.62
O: -1.40 2.54 -1.97  0.04
O: 2.66 2.41 1.27  0.05
O: -3.00 0.28 -3.29  0.13
O: 3.59 -1.20 -0.49  0.07
O: -2.20 -3.11 0.44  0.23
O: -3.31 -0.48 -0.36  0.08
O: 1.19 -1.93 1.52  -0.04
O: 2.00 2.29 -1.37  0.01
O: 0.32 1.18 2.88  0.07
O: 3.11 -0.26 2.32  0.01
H: 2.66 2.18 0.34  0.00
H: -2.25 0.19 -3.88  -0.06
H: 2.43 -0.82 1.94  0.04
H: 1.52 -3.00 -1.37  0.49
H: -0.62 1.19 3.09  -0.02
H: 4.42 -1.46 -0.10  -0.04
H: -1.81 3.09 -1.31  0.00
H: -1.25 1.70 -1.54  -0.01
H: -2.87 -3.51 -0.11  0.01
H: 3.23 -0.57 0.14  0.03
H: 2.70 0.61 2.35  0.01
H: 1.75 2.59 1.48  -0.01
H: -4.11 -0.36 0.16  -0.01
H: 0.62 0.08 0.10  -0.06
H: 1.10 2.09 -1.63  -0.02
H: -0.24 -0.63 -0.92  0.01
H: 2.42 2.58 -2.18  0.01
H: 0.19 -2.80 -2.06  0.25
H: 0.79 -2.31 0.73  0.14
H: -2.76 -1.06 0.17  0.01
H: -1.43 -3.06 -0.12  0.09
H: 1.11 -2.62 2.18  0.00
H: -2.59 1.55 0.41  0.02
H: -3.42 2.19 1.50  -0.01
H: 0.62 0.33 3.18  0.01
H: -2.63 0.16 -2.42  0.05

Its expectation value of S² is 0.75. For the calculated total energy, the calculation gives -993.72004 a.u. The molar mass is 234.20 g mol⁻¹. Its spin multiplicity is 2. As for the total charge: -1.

6.
One molecule with the formula C9H10OS at a distorted geometry, computed with wB97M-V/def2-TZVPD.

Last column: Löwdin charge in e.
Element x y z (Å)
S: -2.43 0.85 0.56  0.88
O: -3.55 -0.06 0.42  -0.53
C: 1.01 -2.19 -0.36  -0.09
C: 0.62 0.16 0.30  -0.17
C: 1.41 -0.87 -0.30  -0.05
C: 1.47 1.31 0.62  -0.16
C: 2.77 1.26 0.88  0.02
C: -0.80 -0.20 0.55  -0.23
C: -1.09 -1.52 0.45  -0.13
C: -2.10 1.76 -1.03  -0.24
C: -0.22 -2.53 0.09  -0.09
H: 2.33 -0.52 -0.66  0.08
H: 3.26 0.38 0.78  0.01
H: -3.12 2.05 -1.44  0.07
H: 3.31 2.30 1.03  0.11
H: -2.10 -1.80 0.53  0.08
H: -0.46 -3.58 0.03  0.11
H: 1.77 -2.92 -0.77  0.13
H: -1.57 2.65 -0.70  0.03
H: 0.92 2.27 0.70  0.11
H: -1.42 1.20 -1.68  0.05

For the calculated total energy, the calculation gives -822.25409 a.u. The molar mass is 166.25 g mol⁻¹.

7.
CH5N3S as an isolated structure at a distorted geometry, computed with wB97M-V/def2-TZVPD.

Last column: Löwdin charge in e.
Element x y z (Å)
S: 1.09 -1.29 0.49  0.58
N: -0.75 -0.20 -0.10  -0.10
N: -2.96 -0.64 0.19  -0.01
N: -1.72 -0.89 0.13  -0.29
C: 2.24 0.03 -0.02  -0.50
H: 2.31 0.79 0.77  0.02
H: -3.37 0.31 0.04  0.11
H: 1.89 0.45 -0.92  0.00
H: 3.23 -0.36 0.09  0.01
H: -3.59 -1.40 0.71  0.18

For the calculated total energy, the calculation gives -603.41166 a.u. The molar mass is 91.14 g mol⁻¹.

8.
C2H5PS as an isolated structure at a distorted geometry, computed with wB97M-V/def2-TZVPD.

Last column: Löwdin charge in e.
Element x y z (Å)
S: 0.82 0.95 0.13  0.22
P: 2.35 -0.41 0.09  0.33
C: -1.05 -0.38 0.03  -0.24
C: -2.19 0.15 -0.29  -0.10
H: -2.34 1.20 -0.42  0.05
H: 2.94 -0.07 1.31  -0.17
H: -0.69 -1.38 0.16  0.02
H: -3.05 -0.49 -0.40  0.06
H: 3.21 0.44 -0.61  -0.17

For the calculated total energy, the calculation gives -818.65021 a.u. The molar mass is 92.10 g mol⁻¹.